[1]
The following is a quantum chemistry calculation of a 16-piece molecular cluster, C34H106N26O16 overall in a non-equilibrium geometry, from OMol25.

Each line ends with the Mulliken charge.
Atoms and positions in Å:
1 C 0.483811 -1.290881 0.459826  -0.31
2 C 0.326453 -0.287293 -0.652910  1.09
3 C -0.814190 0.667351 -0.332081  -0.22
4 O -2.024624 -0.009050 -0.796048  1.45
5 C -3.136640 0.856367 -0.623576  -0.08
6 N 1.553218 0.549947 -0.622654  1.01
7 H 1.354844 -1.869666 0.252082  0.12
8 H -0.439257 -1.821717 0.474526  -0.63
9 H 0.511070 -0.789225 1.443929  -0.04
10 H 0.158144 -0.746393 -1.605873  0.16
11 H -0.757435 1.689679 -0.809456  -0.57
12 H -0.815283 0.873342 0.752182  0.44
13 H -3.435111 0.983725 0.431662  0.08
14 H -4.009043 0.372733 -1.061166  0.55
15 H -2.911076 1.818315 -1.096989  -0.72
16 H 1.486728 1.257211 -1.349467  -0.74
17 H 2.375477 -0.074135 -0.701842  -0.21
18 C -0.359899 0.537025 5.938025  -1.24
19 C 0.126237 -0.789276 5.587592  0.26
20 C -0.944008 -1.487980 4.661919  -0.55
21 O -0.485868 -2.671327 4.089111  -0.43
22 C -1.337894 -3.154747 3.052703  -0.61
23 N 1.409164 -0.678962 4.801009  -0.50
24 H 0.491123 1.073360 6.356306  0.33
25 H -1.019077 0.421924 6.778352  0.66
26 H -0.816598 1.248094 5.206472  -0.15
27 H 0.333300 -1.345674 6.519789  0.52
28 H -1.289513 -0.776929 3.942939  0.06
29 H -1.782351 -1.751579 5.301156  0.53
30 H -1.098680 -4.151306 2.934342  0.42
31 H -1.363998 -2.640311 2.072049  0.20
32 H -2.405746 -3.074322 3.424976  0.30
33 H 2.107700 -0.387965 5.464611  0.07
34 H 1.643198 -1.654046 4.562954  0.24
35 C -3.128705 3.014067 -5.745915  -1.63
36 C -2.491836 3.801376 -4.596874  0.38
37 C -3.452275 4.952941 -4.177392  -0.85
38 O -2.799611 5.955016 -3.430998  -0.24
39 C -3.624773 6.810824 -2.752773  -0.81
40 N -2.123500 2.904809 -3.465799  0.07
41 H -4.247686 2.857415 -5.537050  0.28
42 H -2.564569 2.128363 -6.022520  0.42
43 H -3.084354 3.776708 -6.522225  0.47
44 H -1.563749 4.232721 -4.973356  0.26
45 H -4.325407 4.547015 -3.657057  0.34
46 H -3.903652 5.375034 -5.144478  0.32
47 H -4.241343 6.292151 -1.978114  0.28
48 H -4.348017 7.327609 -3.366020  0.38
49 H -2.917455 7.511626 -2.233057  0.23
50 H -2.917760 2.282776 -3.321370  0.19
51 H -2.098242 3.407854 -2.614888  -0.46
52 C 3.833386 -3.503525 -4.816175  -1.16
53 C 2.946810 -4.319196 -3.805824  0.03
54 C 2.626181 -3.474982 -2.551272  0.13
55 O 3.622569 -2.613363 -2.090637  0.75
56 C 4.676647 -3.109411 -1.310838  -1.14
57 N 1.719097 -4.801517 -4.459389  -0.43
58 H 3.351218 -2.627396 -5.308299  0.06
59 H 4.224162 -4.152806 -5.710605  0.37
60 H 4.769952 -3.133472 -4.389580  0.33
61 H 3.467755 -5.278853 -3.484575  0.28
62 H 2.311108 -4.138073 -1.778660  0.52
63 H 1.705136 -2.960812 -2.776237  -0.77
64 H 4.353385 -3.837493 -0.554936  0.46
65 H 5.164289 -2.233406 -0.768282  -0.04
66 H 5.406652 -3.566936 -2.000705  0.37
67 H 1.235136 -3.965702 -4.738880  0.14
68 H 1.837767 -5.443463 -5.226552  0.26
69 C 3.589914 -2.924362 2.132797  0.47
70 C 5.040711 -2.884537 2.421222  0.77
71 C 5.232955 -2.605093 4.029184  -1.44
72 O 4.648826 -1.502051 4.595447  -0.20
73 C 5.423006 -0.373299 4.161031  0.12
74 N 5.630888 -4.177602 2.025199  -0.61
75 H 3.142342 -1.999638 2.565688  -0.46
76 H 3.094682 -3.781334 2.677589  0.18
77 H 3.366602 -2.977607 1.067140  -0.67
78 H 5.562296 -2.064895 1.864919  0.29
79 H 6.276304 -2.675996 4.235126  0.39
80 H 4.779599 -3.463988 4.469433  0.60
81 H 5.395614 -0.169449 3.093003  0.19
82 H 6.450714 -0.392710 4.561067  0.45
83 H 4.818956 0.410789 4.573124  -0.48
84 H 6.562314 -4.088743 1.653044  0.26
85 H 5.744565 -4.888052 2.743626  0.23
86 C 3.565754 2.456700 2.002053  -1.42
87 C 2.749584 1.700719 3.111871  1.81
88 C 2.808054 2.249886 4.544638  0.21
89 O 4.087061 2.218162 5.041714  -0.41
90 C 4.124910 2.138973 6.441515  -0.92
91 N 1.286684 1.497840 2.775886  -0.12
92 H 3.014014 3.410229 1.692532  0.22
93 H 3.574791 1.815987 1.112075  0.23
94 H 4.501825 2.793797 2.440379  0.55
95 H 3.359888 0.782983 3.212173  -1.34
96 H 2.167240 1.565498 5.088718  -0.60
97 H 2.443988 3.268011 4.572946  0.44
98 H 4.160654 3.109417 6.964816  0.33
99 H 4.967466 1.558973 6.793943  0.33
100 H 3.272287 1.697140 6.834887  0.32
101 H 0.938920 0.884425 3.491240  0.09
102 H 1.192739 1.097487 1.839820  -0.48
103 C -3.205161 1.925083 3.793680  0.01
104 O -3.440344 1.550267 2.615064  -0.39
105 N -3.666250 1.205888 4.838079  -0.04
106 N -2.481510 3.138101 4.011273  -0.38
107 H -3.398054 1.515001 5.749744  0.22
108 H -4.295118 0.435407 4.722780  0.21
109 H -2.346445 3.647941 3.151551  0.38
110 H -1.827802 3.268355 4.741546  0.26
111 C 0.891013 0.598224 -4.489167  0.47
112 O 1.370575 1.675437 -4.849947  -0.90
113 N 1.418317 -0.608265 -4.846006  -0.10
114 N -0.231577 0.479274 -3.762552  0.64
115 H 2.246486 -0.647632 -5.412459  0.42
116 H 0.986764 -1.481971 -4.666450  -0.12
117 H -0.715476 -0.394210 -3.615477  -0.18
118 H -0.725862 1.328940 -3.544825  -0.32
119 C -1.123616 4.354689 0.613673  0.34
120 O -1.976610 4.349542 1.511586  -0.82
121 N 0.048013 3.642283 0.755565  0.30
122 N -1.261873 5.042664 -0.564440  0.02
123 H 0.684914 3.556533 -0.013502  0.41
124 H 0.086712 2.995625 1.545057  -0.16
125 H -2.073622 5.534758 -0.708032  0.26
126 H -0.746209 4.731412 -1.399569  -0.22
127 C -5.504092 -1.618145 3.207096  0.63
128 O -5.429075 -1.170242 4.286268  -0.72
129 N -5.918359 -2.921951 2.933313  -0.40
130 N -5.134788 -1.052134 1.999309  -0.04
131 H -6.615568 -3.276498 3.587114  0.25
132 H -6.027110 -3.335195 1.976535  0.18
133 H -4.570901 -0.220801 2.102778  -0.26
134 H -5.176788 -1.497178 1.096861  0.21
135 C 4.444395 0.664385 -2.344580  0.46
136 O 4.725008 0.117489 -1.210432  -0.59
137 N 4.167128 0.037502 -3.512974  -0.45
138 N 4.581601 1.997115 -2.448558  -0.33
139 H 3.294278 0.383197 -3.965565  0.22
140 H 4.233572 -0.971779 -3.605715  0.13
141 H 4.422503 2.430852 -3.396467  0.20
142 H 4.608037 2.650827 -1.661988  0.26
143 C -5.375197 2.792983 -0.249736  0.28
144 O -5.462091 2.791803 -1.467652  -0.63
145 N -4.769190 3.721165 0.508062  -0.37
146 N -5.898276 1.766561 0.538727  -0.19
147 H -4.368530 3.454677 1.380763  0.40
148 H -4.113935 4.352343 0.000231  -0.01
149 H -6.002576 1.801432 1.574339  0.19
150 H -6.651245 1.314268 0.090282  0.24
151 C 1.449921 4.339685 -2.622741  -0.09
152 O 1.179958 3.476140 -1.792573  -0.42
153 N 1.612976 5.639257 -2.266229  -0.36
154 N 1.481783 4.080852 -3.938838  -0.24
155 H 1.688819 5.886575 -1.302669  0.25
156 H 1.339635 6.371921 -2.856698  0.16
157 H 1.974343 4.770418 -4.556807  0.23
158 H 1.376026 3.104045 -4.267201  0.24
159 C -2.472483 -2.405315 -4.030901  0.21
160 O -1.226164 -2.428034 -4.289754  -0.54
161 N -3.401525 -2.899225 -4.873823  -0.45
162 N -2.994958 -1.995934 -2.846176  -0.05
163 H -3.016590 -3.514599 -5.585146  0.27
164 H -4.419783 -2.988152 -4.662214  0.17
165 H -3.961495 -2.174477 -2.620217  0.27
166 H -2.367564 -1.535674 -2.217129  -0.07
167 C -0.751596 -5.426488 -1.319080  0.45
168 O -1.733496 -5.476158 -0.567261  -0.84
169 N 0.279472 -6.273396 -1.130700  -0.41
170 N -0.648705 -4.582870 -2.350435  0.00
171 H 0.150731 -6.756608 -0.287724  0.25
172 H 1.022701 -6.451061 -1.767385  0.20
173 H -0.005987 -4.791717 -3.084835  0.30
174 H -1.536681 -4.118336 -2.566577  0.03
175 C -4.171681 -3.257027 -0.487716  0.05
176 O -5.090602 -2.398338 -0.568417  -0.76
177 N -2.953747 -2.969650 0.078574  0.51
178 N -4.299699 -4.464459 -1.057081  -0.19
179 H -2.114149 -3.508166 -0.201369  0.03
180 H -2.784322 -1.980043 0.259472  -0.41
181 H -3.519474 -5.082499 -0.961343  0.36
182 H -5.270312 -4.848485 -1.229074  0.27

Forces on atoms 1 to 2 (eV/Å):
-0.86 1.02 0.05
1.22 2.23 1.39

Relative energy (zero: lowest compared OMol25 entry of this formula, charge and spin) = 0.0 kcal per mole
HOMO energy = -8.37 eV
Kohn-Sham gap = 8.70 eV
Net charge = 0
Largest force on an atom = 7.20 eV/A
Molar mass = 1135.39 g/mol

[2]
The following is a quantum chemistry calculation of C28H48F6O3SbTi as an isolated structure, from OMol25.

Each line ends with the Mulliken spin population.
Atoms and positions in Å:
1 Ti 0.194954 0.942927 -0.625127  1.71
2 C 1.153402 2.958170 0.012162  0.06
3 C 0.428035 2.570193 1.172701  -0.10
4 C -0.959895 2.496302 0.794816  0.10
5 C -1.024420 2.874961 -0.592199  -0.03
6 C 0.271493 3.183756 -1.068797  0.16
7 C 0.674311 3.753568 -2.419077  -0.04
8 C 1.902357 3.026533 -2.978971  0.04
9 C 1.018753 5.236821 -2.225925  0.00
10 C -0.475858 3.628627 -3.417203  0.00
11 C -2.297527 2.467104 1.556047  -0.13
12 C -3.347606 1.671207 0.768904  0.05
13 C -2.281835 1.855100 2.954639  0.01
14 C -2.791078 3.918502 1.686091  0.00
15 C 1.159388 2.512613 2.524854  0.04
16 C 0.919362 1.245990 3.356469  0.03
17 C 2.680450 2.569300 2.303153  0.00
18 C 0.786899 3.762103 3.335607  0.00
19 H 2.211682 3.148879 -0.037551  -0.02
20 H -1.934340 3.037939 -1.148212  0.01
21 H 2.785880 3.210996 -2.360598  0.00
22 H 2.114853 3.388704 -3.990786  0.00
23 H 1.743500 1.948489 -3.023375  -0.01
24 H 1.823494 5.357179 -1.496308  0.00
25 H 0.149003 5.791676 -1.862374  0.00
26 H 1.342226 5.685071 -3.173024  0.00
27 H -0.757902 2.583108 -3.550454  0.00
28 H -0.169383 4.034447 -4.387180  0.00
29 H -1.353482 4.188974 -3.079805  0.00
30 H -3.068448 0.616592 0.709586  -0.01
31 H -3.482116 2.038026 -0.247434  0.01
32 H -4.313498 1.734358 1.281855  0.00
33 H -1.940142 0.819520 2.927956  -0.01
34 H -3.304763 1.860710 3.345171  0.00
35 H -1.663851 2.406440 3.660098  0.00
36 H -3.752072 3.953688 2.211557  0.00
37 H -2.915499 4.376595 0.703264  0.00
38 H -2.070954 4.522056 2.245408  0.00
39 H 1.201842 0.357068 2.794195  0.00
40 H -0.113249 1.118856 3.659629  -0.01
41 H 1.530060 1.298185 4.265417  0.00
42 H 3.017950 1.778635 1.629215  0.00
43 H 3.180801 2.435020 3.266319  0.00
44 H 3.001612 3.528691 1.892123  0.00
45 H -0.251230 3.752880 3.667207  0.00
46 H 0.932216 4.660669 2.730416  0.00
47 H 1.422105 3.838120 4.225249  0.00
48 C 0.310651 -3.098950 5.202569  0.00
49 C -1.124387 -3.043606 4.663068  0.00
50 Sb -1.165071 -2.165397 2.697840  0.06
51 C -0.423673 -3.878907 1.634217  0.00
52 C -0.725087 -5.259104 2.213881  0.00
53 C -3.270836 -2.508823 2.321291  0.00
54 C -4.017210 -3.506640 3.210465  0.00
55 H 0.354298 -3.485386 6.224972  0.00
56 H 0.774676 -2.109370 5.206579  0.00
57 H 0.944348 -3.743803 4.586420  0.00
58 H -1.746266 -2.404262 5.296018  0.00
59 H -1.581360 -4.034968 4.651864  0.00
60 H 0.653227 -3.723111 1.540112  0.00
61 H -0.834153 -3.787369 0.625453  0.00
62 H -0.311363 -5.379567 3.217124  0.00
63 H -0.299947 -6.052351 1.591575  0.00
64 H -1.798208 -5.444768 2.280969  0.00
65 H -3.341543 -2.801019 1.269236  0.00
66 H -3.734692 -1.522057 2.397896  0.00
67 H -3.631689 -4.522458 3.106388  0.00
68 H -5.083085 -3.540659 2.962640  0.00
69 H -3.940588 -3.242148 4.267243  0.00
70 O 2.167783 0.018476 -0.981032  -0.02
71 C 1.966250 -0.707066 0.016767  0.06
72 O 0.893366 -0.625718 0.702199  -0.04
73 H 2.730675 -1.434398 0.326587  0.01
74 C -1.464748 -1.112930 -1.147476  -0.13
75 C -1.098440 -0.585237 -2.577455  -0.04
76 O -0.197167 0.438755 -2.566225  0.01
77 C -0.518812 -1.769278 -3.385052  0.00
78 F -1.363817 -2.832704 -3.432839  0.00
79 F 0.615437 -2.210750 -2.810195  0.00
80 F -0.221879 -1.440172 -4.650276  0.00
81 C -2.411503 -0.099242 -3.248694  0.01
82 F -2.207817 0.370632 -4.488825  0.00
83 F -3.361230 -1.063430 -3.337478  0.00
84 F -2.954757 0.902372 -2.529444  0.01
85 H -0.757219 -1.877667 -0.838064  0.01
86 H -2.478525 -1.509715 -1.128313  -0.01
87 H -1.425028 -0.276431 -0.424161  0.18

Forces on atoms 1 to 2 (eV/Å):
-0.04 0.14 0.45
-0.22 0.54 0.01

Relative energy (zero: lowest compared OMol25 entry of this formula, charge and spin) = 15.2 kcal per mole
HOMO energy (alpha / beta) = -2.64 / -5.01 eV
Multiplicity = 3
Kohn-Sham gap (alpha / beta) = 5.23 / 7.60 eV
Net charge = -1
Largest force on an atom = 0.87 eV/A
Molar mass = 716.30 g/mol

[3]
The following is a quantum chemistry calculation of one molecule with the formula C2H9BrSi3 in a non-equilibrium geometry, from OMol25.

Each line ends with the natural charge from an NBO analysis.
Atoms and positions in Å:
1 Br 3.178372 0.144982 0.479408  -0.40
2 Si 1.430031 -0.174483 -1.051442  0.78
3 C 0.218941 1.585290 -0.607233  -1.20
4 Si -1.251626 0.997862 0.421842  1.14
5 C -0.754637 -0.683845 1.164572  -1.30
6 Si 0.123090 -1.768238 -0.116926  0.68
7 H 2.332600 -0.104423 -2.198043  -0.12
8 H -0.135008 1.856769 -1.513640  0.22
9 H 0.915709 2.430583 -0.147304  0.27
10 H -2.229768 0.618592 -0.615021  -0.19
11 H -2.033877 1.669153 1.515128  -0.15
12 H -0.037248 -0.692346 1.951216  0.26
13 H -1.746777 -0.846165 1.567774  0.27
14 H 0.653059 -3.061551 0.454189  -0.10
15 H -0.662857 -1.972178 -1.304519  -0.16

Forces on atoms 1 to 2 (eV/Å):
-0.54 -0.14 -0.25
0.55 3.05 2.39

Relative energy (zero: lowest compared OMol25 entry of this formula, charge and spin) = 31.1 kcal per mole
HOMO energy = -9.53 eV
Kohn-Sham gap = 9.83 eV
Net charge = 0
Largest force on an atom = 4.65 eV/A
Molar mass = 197.26 g/mol
SMILES = Br[Si@@H]1C[SiH2]C[SiH2]1